# 1
This record from the OMol25 dataset describes a cluster of 7 separate species, C29H37N6O in total at a distorted geometry. The level of theory is ωB97M-V/def2-TZVPD.

Output
Molar mass = 485.656 g/mol
Net charge = +1
Strongest force on any atom = 1.677 eV/Å
Spin multiplicity = 1
Energy relative to the best compared isomer or geometry (same formula, charge and spin) = 0.00 kcal per mole
DFT total energy = -41656.0872 eV

Last columns: bonded neighbours and bond lengths (Å).
Atoms and positions in Å:
1 H 45.828 -13.245 27.302  C13 1.079
2 C 47.145 -6.751 22.205  H11 1.086, C31 1.518, H41 1.093, O50 1.443
3 C 43.456 -8.088 19.945  H5 1.084, C38 1.390, N40 1.338
4 H 47.852 -8.532 19.889  C25 1.095
5 H 44.319 -7.470 20.167  C3 1.084
6 H 45.969 -9.551 22.833  N60 1.044
7 H 41.011 -8.383 17.673  C33 1.083
8 H 49.229 -7.128 21.892  C31 1.092
9 C 47.261 -7.352 27.200  C14 1.407, H18 1.081, C57 1.365
10 H 47.667 -5.481 19.828  C68 1.088
11 H 47.196 -7.220 23.184  C2 1.086
12 H 50.912 -11.977 21.236  C71 1.081
13 C 45.052 -12.942 26.616  H1 1.079, C26 1.380, C53 1.389
14 C 46.317 -7.129 28.218  C9 1.407, C30 1.371, H51 1.082
15 H 44.901 -8.621 23.741  N60 1.028
16 C 41.396 -9.720 19.334  C33 1.384, H37 1.081, C56 1.382
17 C 42.862 -6.578 23.389  H19 1.083, C23 1.383, N58 1.338
18 H 48.301 -7.089 27.335  C9 1.081
19 H 42.562 -7.577 23.097  C17 1.083
20 H 47.511 -8.199 25.221  C57 1.085
21 H 46.170 -11.502 25.486  C26 1.084
22 H 49.083 -6.574 19.522  C68 1.087
23 C 41.985 -5.508 23.424  C17 1.383, C46 1.381, H49 1.084
24 C 43.157 -12.426 24.719  N34 1.339, C59 1.387, H65 1.084
25 C 47.255 -7.626 20.041  H4 1.095, O50 1.415, H64 1.094, C68 1.541
26 C 45.214 -11.995 25.626  C13 1.380, H21 1.084, N34 1.340
27 C 48.864 -11.463 20.898  C36 1.382, H62 1.082, C71 1.392
28 H 48.819 -5.394 21.943  C31 1.090
29 H 43.756 -14.457 27.317  C53 1.084
30 C 45.025 -7.528 27.993  C14 1.371, H43 1.082, C54 1.399
31 C 48.490 -6.377 21.607  C2 1.518, H8 1.092, H28 1.090, C68 1.531
32 H 48.698 -10.071 24.402  C63 1.085
33 C 41.596 -8.590 18.560  H7 1.083, C16 1.384, C38 1.389
34 N 44.300 -11.730 24.681  C24 1.339, C26 1.340
35 H 42.858 -6.872 18.263  C38 1.079
36 C 47.714 -10.927 21.447  C27 1.382, H45 1.084, N52 1.345
37 H 40.581 -10.415 19.187  C16 1.081
38 C 42.639 -7.730 18.879  C3 1.390, C33 1.389, H35 1.079
39 H 50.847 -11.060 23.588  C48 1.082
40 N 43.300 -9.187 20.693  C3 1.338, C56 1.337
41 H 46.513 -5.860 22.219  C2 1.093
42 H 42.091 -10.843 20.997  C56 1.085
43 H 44.232 -7.383 28.714  C30 1.082
44 H 45.515 -5.269 24.726  C72 1.082
45 H 46.805 -10.845 20.862  C36 1.084
46 C 42.395 -4.269 23.873  C23 1.381, H47 1.081, C73 1.382
47 H 41.735 -3.417 23.797  C46 1.081
48 C 49.981 -11.010 22.942  H39 1.082, C63 1.382, C71 1.382
49 H 40.983 -5.628 23.027  C23 1.084
50 O 46.572 -7.697 21.278  C2 1.443, C25 1.415
51 H 46.562 -6.506 29.068  C14 1.082
52 N 47.653 -10.455 22.704  C36 1.345, C63 1.335
53 C 43.848 -13.635 26.615  C13 1.389, H29 1.084, C59 1.389
54 C 44.692 -8.079 26.751  C30 1.399, H66 1.085, N69 1.331
55 H 44.633 -10.262 23.583  N60 1.049
56 C 42.292 -9.996 20.350  C16 1.382, N40 1.337, H42 1.085
57 C 46.845 -7.926 26.034  C9 1.365, H20 1.085, N69 1.354
58 N 44.138 -6.458 23.771  C17 1.338, C72 1.341
59 C 42.844 -13.360 25.695  C24 1.387, C53 1.389, H67 1.079
60 N 44.964 -9.405 23.078  H6 1.044, H15 1.028, H55 1.049, H70 1.042
61 H 44.078 -3.264 24.794  C73 1.082
62 H 48.842 -11.766 19.860  C27 1.082
63 C 48.778 -10.527 23.421  H32 1.085, C48 1.382, N52 1.335
64 H 46.609 -7.526 19.164  C25 1.094
65 H 42.437 -12.206 23.939  C24 1.084
66 H 43.704 -8.446 26.495  C54 1.085
67 H 41.956 -13.970 25.764  C59 1.079
68 C 48.183 -6.397 20.107  H10 1.088, H22 1.087, C25 1.541, C31 1.531
69 N 45.574 -8.320 25.784  C54 1.331, C57 1.354
70 H 44.384 -9.264 22.224  N60 1.042
71 C 50.026 -11.526 21.660  H12 1.081, C27 1.392, C48 1.382
72 C 44.523 -5.284 24.293  H44 1.082, N58 1.341, C73 1.392
73 C 43.681 -4.178 24.371  C46 1.382, H61 1.082, C72 1.392

Atom charges from the Löwdin analysis, given in e for atoms 1 to 2: 0.11 -0.19

# 2
This record from the OMol25 dataset describes a cluster of 4 separate species, C29H38BrF14NO11S in total at a distorted geometry. The level of theory is ωB97M-V/def2-TZVPD.

Output
Molar mass = 954.562 g/mol
Net charge = 0
Strongest force on any atom = 7.061 eV/Å
Spin multiplicity = 1
Structure (SMILES) = C[C@@H](F)N1C(=O)c2c(Br)c(F)c(C[C@@H](O)C(F)(F)F)c(S(=O)(=O)C(F)(F)C(F)(F)C(F)(F)C(F)(F)F)c2C1=O.COCCOC.COCCOC.COCCOC
DFT total energy = -173610.9580 eV

Last columns: bonded neighbours and bond lengths (Å).
Atoms and positions in Å:
1 C 4.687 0.745 -1.548  H22 1.096, C31 1.524, O51 1.427, H66 1.094
2 C -0.938 -0.354 1.487  F43 1.437, F50 1.419, C68 1.606, C89 1.608
3 C 5.526 -2.399 2.895  F48 1.444, H65 1.154, C76 1.626, N78 1.478
4 H -3.487 0.835 -0.301  C83 1.094
5 H -2.999 0.946 -5.067  C74 1.092
6 C -5.265 2.156 -1.871  H13 1.095, O24 1.426, H27 1.094, C81 1.525
7 O -2.063 7.365 -0.283  C47 1.420, C70 1.426
8 F -1.461 -2.710 3.071  C58 1.410
9 C 5.111 2.310 -4.431  H29 1.094, H34 1.092, H42 1.093, O86 1.420
10 C 1.301 -3.215 1.491  S57 1.839, C87 1.579, C92 1.544
11 H 0.243 -6.106 0.107  C84 1.158
12 C 6.658 2.028 -1.288  H40 1.093, O51 1.420, H67 1.092, H73 1.095
13 H -4.487 2.755 -1.386  C6 1.095
14 F -1.623 -1.085 4.642  C58 1.433
15 F -1.036 -0.622 -0.936  C89 1.440
16 H -4.350 0.239 -4.163  C74 1.093
17 O 1.825 -1.002 -0.185  S57 1.498
18 H -1.830 5.856 1.062  C70 1.095
19 F -3.479 -0.426 1.586  C68 1.408
20 H -3.607 -5.555 1.296  O37 0.985
21 F -3.144 -7.933 0.724  C94 1.414
22 H 4.350 1.491 -0.820  C1 1.096
23 H 6.858 -2.175 4.733  C76 1.140
24 O -5.045 0.763 -1.656  C6 1.426, C83 1.420
25 H -3.560 -0.605 -1.337  C83 1.091
26 C 2.096 -4.946 4.069  C33 1.545, Br41 1.975, C90 1.566
27 H -6.221 2.403 -1.399  C6 1.094
28 F -3.553 -1.979 3.854  C58 1.412
29 H 4.705 1.847 -5.336  C9 1.094
30 H -2.568 9.187 -1.058  C47 1.092
31 C 3.977 0.926 -2.884  C1 1.524, H71 1.095, H77 1.095, O86 1.427
32 H 6.133 -3.934 4.473  C76 1.147
33 C 2.701 -3.544 3.831  C26 1.545, C55 1.596, C92 1.558
34 H 5.322 3.360 -4.641  C9 1.092
35 H -3.949 8.112 -0.775  C47 1.093
36 O 3.064 -0.246 2.342  C75 1.242
37 O -2.771 -5.110 1.022  H20 0.985, C88 1.461
38 O -4.094 2.304 -4.003  C74 1.420, C81 1.427
39 H -3.427 5.016 -3.260  C53 1.095
40 H 6.137 2.874 -1.743  C12 1.093
41 Br 2.614 -5.946 5.691  C26 1.975
42 H 6.045 1.818 -4.149  C9 1.093
43 F -0.876 0.971 0.936  C2 1.437
44 F -1.864 -2.380 0.251  C89 1.417
45 H -6.130 1.875 -3.843  C81 1.095
46 H -3.465 6.535 1.020  C70 1.095
47 C -2.985 8.441 -0.379  O7 1.420, H30 1.092, H35 1.093, H63 1.094
48 F 5.254 -3.479 1.976  C3 1.444
49 F 0.603 -6.802 3.226  C90 1.436
50 F 0.138 -0.437 2.409  C2 1.419
51 O 6.105 0.787 -1.705  C1 1.427, C12 1.420
52 H -0.708 -4.557 -0.142  C84 1.139
53 C -3.728 5.905 -2.698  H39 1.095, O60 1.421, H64 1.093, H95 1.092
54 H -2.157 4.847 -1.204  C72 1.096
55 C 3.733 -2.654 4.660  C33 1.596, N78 1.497, O80 1.245
56 O 0.923 -3.006 -1.197  S57 1.523
57 S 0.884 -2.142 0.057  C10 1.839, O17 1.498, O56 1.523, C89 1.896
58 C -2.248 -1.609 3.464  F8 1.410, F14 1.433, F28 1.412, C68 1.632
59 F -2.328 0.793 3.118  C68 1.440
60 O -4.118 5.535 -1.382  C53 1.421, C72 1.426
61 H 7.484 -3.326 3.381  C76 1.147
62 H -4.659 1.188 -5.648  C74 1.094
63 H -3.124 8.901 0.604  C47 1.094
64 H -2.910 6.631 -2.687  C53 1.093
65 H 6.096 -1.594 2.296  C3 1.154
66 H 4.441 -0.245 -1.151  C1 1.094
67 H 7.704 2.056 -1.596  C12 1.092
68 C -2.293 -0.422 2.346  C2 1.606, F19 1.408, C58 1.632, F59 1.440
69 H -3.324 4.260 -0.010  C72 1.095
70 C -2.613 6.239 0.399  O7 1.426, H18 1.095, H46 1.095, C72 1.524
71 H 2.902 0.782 -2.733  C31 1.095
72 C -3.008 5.139 -0.580  H54 1.096, O60 1.426, H69 1.095, C70 1.524
73 H 6.612 2.108 -0.197  C12 1.095
74 C -4.033 1.101 -4.755  H5 1.092, H16 1.093, O38 1.420, H62 1.094
75 C 3.195 -1.421 2.721  O36 1.242, N78 1.474, C92 1.593
76 C 6.571 -2.991 3.990  C3 1.626, H23 1.140, H32 1.147, H61 1.147
77 H 4.318 0.183 -3.612  C31 1.095
78 N 4.333 -1.835 3.561  C3 1.478, C55 1.497, C75 1.474
79 F -0.885 -8.315 0.631  C94 1.415
80 O 3.972 -2.593 5.881  C55 1.245
81 C -5.355 2.478 -3.358  C6 1.525, O38 1.427, H45 1.095, H82 1.095
82 H -5.628 3.532 -3.474  C81 1.095
83 C -3.696 0.477 -1.313  H4 1.094, O24 1.420, H25 1.091, H93 1.093
84 C -0.340 -5.274 0.664  H11 1.158, H52 1.139, C87 1.592, C88 1.603
85 F -1.879 -6.982 -0.922  C94 1.441
86 O 4.151 2.251 -3.387  C9 1.420, C31 1.427
87 C 0.676 -4.647 1.716  C10 1.579, C84 1.592, C90 1.572
88 C -1.630 -5.978 1.305  O37 1.461, C84 1.603, H91 1.140, C94 1.606
89 C -0.846 -1.395 0.265  C2 1.608, F15 1.440, F44 1.417, S57 1.896
90 C 1.101 -5.477 2.983  C26 1.566, F49 1.436, C87 1.572
91 H -1.598 -6.115 2.436  C88 1.140
92 C 2.310 -2.736 2.557  C10 1.544, C33 1.558, C75 1.593
93 H -2.996 0.932 -2.018  C83 1.093
94 C -1.889 -7.330 0.477  F21 1.414, F79 1.415, F85 1.441, C88 1.606
95 H -4.587 6.359 -3.195  C53 1.092

Atom charges from the Löwdin analysis, given in e for atoms 1 to 2: -0.20 -0.21

> net charge of number 1 (C29H37N6O)?

+1

> Among the records above, which one has the highest molar mass?

C29H38BrF14NO11S

> Which of these has the lowest net charge?

C29H38BrF14NO11S